Below is a structure of composition C54H130B2FeN6O10 in a non-equilibrium geometry, with properties calculated with wB97M-V/def2-TZVPD.

As for the multiplicity: 5. Its charge is 0. The value obtained for the frontier orbital gap (alpha / beta) is 7.73 / 7.73 eV. Its LUMO energy (alpha / beta) is 0.3 / 0.2 eV. Its expectation value of S² is 6.008. For the largest force on an atom, the calculation gives 4.4 eV/A.

Positions of all 203 atoms, in Å:
Fe1 -0.066 -0.152 -0.480
B1 1.089 -1.797 -1.256
H1 0.428 -2.063 -0.446
H2 1.764 -1.020 -0.932
H3 1.520 -2.746 -1.536
H4 0.431 -1.394 -2.011
B2 -0.781 1.665 -1.320
H5 -1.105 2.559 -1.830
H6 -1.485 0.873 -1.520
H7 0.203 1.369 -1.651
H8 -0.742 1.820 -0.253
C1 1.205 2.654 -4.404
C2 -0.021 2.052 -5.027
C3 -0.289 0.589 -4.955
O1 -1.109 2.737 -4.393
H9 1.472 3.622 -4.828
H10 2.044 1.961 -4.476
H11 1.174 2.718 -3.316
H12 0.118 2.361 -6.063
H13 -0.243 0.157 -3.955
H14 0.569 0.129 -5.445
H15 -1.270 0.297 -5.328
H16 -1.150 2.642 -3.439
C4 4.387 -0.343 -3.524
C5 4.781 -1.495 -2.660
C6 6.244 -1.600 -2.391
O2 4.229 -1.433 -1.384
H17 4.611 0.537 -2.922
H18 3.328 -0.372 -3.782
H19 4.974 -0.313 -4.442
H20 4.326 -2.386 -3.092
H21 6.435 -2.141 -1.465
H22 6.703 -0.621 -2.254
H23 6.654 -2.204 -3.201
H24 3.273 -1.478 -1.459
C7 4.088 -2.493 1.933
O3 3.027 -2.045 2.771
C8 3.477 -1.437 3.958
C9 3.880 -2.569 4.920
N1 4.876 -2.118 5.929
C10 4.964 -3.149 6.974
C11 5.871 -2.663 8.131
O4 5.882 -3.356 9.291
C12 5.059 -2.904 10.355
H25 4.950 -2.880 2.476
H26 4.441 -1.767 1.201
H27 3.754 -3.280 1.256
H28 2.562 -0.911 4.229
H29 4.301 -0.725 3.928
H30 4.514 -3.277 4.387
H31 3.009 -3.094 5.312
H32 4.723 -1.173 6.251
H33 5.369 -4.081 6.580
H34 3.971 -3.322 7.390
H35 5.497 -1.659 8.329
H36 6.858 -2.476 7.708
H37 5.442 -2.051 10.915
H38 4.928 -3.760 11.017
H39 4.077 -2.647 9.956
C13 2.924 1.398 -0.038
O5 1.690 0.891 0.357
C14 1.477 1.024 1.795
C15 -0.014 0.893 2.220
N2 -0.647 -0.244 1.481
C16 -2.075 -0.051 1.332
C17 -2.638 -1.130 0.422
O6 -1.943 -1.119 -0.810
C18 -2.437 -1.970 -1.785
H40 3.016 1.503 -1.119
H41 3.745 0.703 0.138
H42 3.286 2.350 0.351
H43 1.819 2.008 2.114
H44 2.136 0.326 2.313
H45 -0.388 1.885 1.969
H46 -0.166 0.732 3.287
H47 -0.487 -0.937 2.199
H48 -2.251 0.905 0.839
H49 -2.627 -0.084 2.271
H50 -3.709 -0.985 0.275
H51 -2.594 -2.087 0.944
H52 -3.467 -1.667 -1.978
H53 -2.328 -2.968 -1.362
H54 -1.825 -1.909 -2.685
C19 1.458 -4.942 1.050
C20 0.110 -5.140 1.692
C21 0.130 -6.606 2.194
C22 -0.999 -6.801 3.213
C23 -1.091 -5.715 4.316
C24 -0.957 -4.227 3.892
N3 0.104 -4.172 2.827
O7 0.204 -2.845 2.332
C25 -2.301 -3.645 3.509
C26 -0.418 -3.359 5.097
C27 -1.017 -5.023 0.563
H55 1.593 -5.603 0.194
H56 2.227 -5.080 1.810
H57 1.533 -3.948 0.608
H58 -0.022 -7.300 1.367
H59 1.106 -6.752 2.656
H60 -0.925 -7.817 3.600
H61 -2.006 -6.842 2.799
H62 -0.330 -5.866 5.081
H63 -2.056 -5.852 4.805
H64 -2.780 -4.353 2.833
H65 -3.049 -3.561 4.298
H66 -2.357 -2.682 3.003
H67 0.554 -3.671 5.482
H68 -0.210 -2.354 4.731
H69 -0.990 -3.330 6.025
H70 -0.863 -4.081 0.037
H71 -2.067 -5.059 0.853
H72 -0.823 -5.734 -0.241
H73 1.146 -2.686 2.425
C28 1.365 -5.033 -5.765
C29 0.113 -4.381 -5.196
C30 -1.057 -4.334 -6.258
C31 -1.825 -5.675 -6.538
C32 -2.279 -6.150 -5.116
C33 -1.182 -6.346 -4.021
N4 -0.389 -5.036 -3.951
O8 0.489 -4.987 -2.872
C34 -2.029 -6.667 -2.650
C35 -0.170 -7.477 -4.321
C36 0.434 -2.891 -4.809
H74 1.165 -5.846 -6.462
H75 1.909 -5.470 -4.928
H76 1.915 -4.249 -6.285
H77 -1.780 -3.587 -5.930
H78 -0.743 -3.916 -7.215
H79 -1.230 -6.387 -7.110
H80 -2.731 -5.537 -7.128
H81 -2.740 -7.113 -5.338
H82 -3.059 -5.524 -4.684
H83 -2.734 -7.494 -2.736
H84 -1.350 -6.996 -1.863
H85 -2.441 -5.724 -2.292
H86 -0.726 -8.408 -4.437
H87 0.361 -7.326 -5.261
H88 0.564 -7.551 -3.518
H89 -0.500 -2.445 -4.466
H90 0.770 -2.367 -5.703
H91 1.226 -2.723 -4.079
H92 0.588 -4.049 -2.694
C37 1.490 9.323 1.202
C38 0.247 8.465 1.420
C39 -0.619 8.610 0.159
C40 -0.307 7.779 -1.096
C41 -0.013 6.340 -0.708
C42 0.843 6.082 0.528
N5 0.550 6.996 1.613
O9 1.414 6.755 2.741
C43 0.548 4.566 0.907
C44 2.295 6.181 0.135
C45 -0.477 9.083 2.634
H93 1.954 9.141 0.233
H94 2.378 9.258 1.830
H95 1.267 10.390 1.208
H96 -1.598 8.251 0.479
H97 -0.668 9.676 -0.061
H98 0.607 8.209 -1.504
H99 -1.096 7.872 -1.844
H100 0.466 5.852 -1.557
H101 -0.942 5.770 -0.706
H102 0.687 3.938 0.027
H103 1.206 4.143 1.666
H104 -0.467 4.614 1.301
H105 2.523 7.180 -0.237
H106 2.981 6.165 0.982
H107 2.566 5.286 -0.425
H108 -0.005 8.935 3.605
H109 -1.315 8.400 2.771
H110 -0.837 10.109 2.553
H111 0.899 6.067 3.168
C46 -3.551 6.079 0.290
C47 -4.728 5.158 0.524
C48 -6.050 5.892 0.148
C49 -6.333 6.046 -1.332
C50 -6.164 4.660 -1.936
C51 -4.911 3.811 -1.736
N6 -4.704 3.870 -0.308
O10 -3.691 2.978 0.141
C52 -5.246 2.379 -2.236
C53 -3.722 4.367 -2.515
C54 -4.976 4.856 2.026
H112 -3.624 7.051 0.778
H113 -3.280 6.289 -0.745
H114 -2.621 5.670 0.684
H115 -6.918 5.416 0.604
H116 -6.108 6.877 0.613
H117 -5.548 6.701 -1.710
H118 -7.276 6.565 -1.503
H119 -6.311 4.738 -3.013
H120 -7.025 4.121 -1.541
H121 -4.443 1.642 -2.246
H122 -5.982 1.926 -1.572
H123 -5.764 2.406 -3.194
H124 -3.723 5.457 -2.509
H125 -2.760 3.993 -2.164
H126 -3.702 3.991 -3.538
H127 -4.111 4.251 2.300
H128 -5.805 4.169 2.195
H129 -5.192 5.667 2.721
H130 -2.867 3.460 0.042

=====

Below is a cluster of 9 separate species, C54H135N9O18 in total in a non-equilibrium geometry, with properties calculated with wB97M-V/def2-TZVPD.

As for the relative energy (zero: lowest compared OMol25 entry of this formula, charge and spin): 446.6 kJ/mol. Its charge is 0. The value obtained for the frontier orbital gap is 8.97 eV. Its LUMO energy is 0.7 eV. For the largest force on an atom, the calculation gives 3.5 eV/A.

Positions of all 216 atoms, in Å:
C1 -4.689 0.082 3.624
O1 -5.118 -1.097 3.133
C2 -4.510 -2.148 3.854
C3 -4.764 -3.389 3.024
N1 -3.964 -3.526 1.856
C4 -4.198 -4.788 1.206
C5 -3.489 -4.821 -0.096
O2 -4.148 -3.908 -1.001
C6 -3.397 -3.850 -2.197
H1 -5.261 0.376 4.489
H2 -4.651 0.776 2.831
H3 -3.667 -0.052 3.976
H4 -5.028 -2.196 4.750
H5 -3.396 -2.014 3.974
H6 -5.945 -3.315 2.852
H7 -4.695 -4.215 3.691
H8 -4.165 -2.805 1.207
H9 -5.247 -5.077 0.988
H10 -3.790 -5.586 1.911
H11 -3.542 -5.816 -0.541
H12 -2.405 -4.550 -0.077
H13 -2.549 -3.206 -1.913
H14 -4.063 -3.320 -2.862
H15 -3.108 -4.813 -2.569
C7 -5.571 -0.993 -0.492
O3 -6.052 0.008 -1.425
C8 -5.271 1.137 -1.522
C9 -5.967 2.173 -2.380
N2 -6.164 1.551 -3.690
C10 -6.409 2.544 -4.818
C11 -6.780 1.875 -6.120
O4 -7.982 1.057 -5.976
C12 -9.167 1.599 -5.555
H16 -5.477 -0.520 0.443
H17 -4.653 -1.397 -0.955
H18 -6.258 -1.838 -0.401
H19 -4.296 0.895 -1.912
H20 -5.126 1.592 -0.458
H21 -5.394 3.098 -2.338
H22 -6.969 2.456 -1.975
H23 -7.060 1.012 -3.556
H24 -5.533 3.093 -4.969
H25 -7.162 3.294 -4.483
H26 -6.138 1.086 -6.518
H27 -6.903 2.634 -6.876
H28 -9.049 1.949 -4.512
H29 -9.895 0.783 -5.539
H30 -9.592 2.464 -6.105
C13 0.272 -2.766 0.488
O5 -0.223 -1.574 -0.089
C14 -1.557 -1.147 0.303
C15 -1.858 -0.831 1.778
N3 -1.332 0.417 2.303
C16 0.096 0.493 2.234
C17 0.564 1.808 2.840
O6 1.957 2.005 2.769
C18 2.397 2.420 1.450
H31 -0.499 -3.567 0.435
H32 0.643 -2.598 1.490
H33 1.055 -3.082 -0.165
H34 -2.176 -1.958 0.030
H35 -1.793 -0.239 -0.208
H36 -1.573 -1.572 2.516
H37 -3.001 -0.878 1.861
H38 -1.755 1.257 1.895
H39 0.480 0.454 1.169
H40 0.579 -0.353 2.725
H41 0.444 1.771 3.886
H42 -0.057 2.598 2.407
H43 3.242 1.742 1.226
H44 2.772 3.443 1.510
H45 1.673 2.282 0.630
C19 -0.176 -4.025 -9.406
O7 0.653 -4.213 -8.316
C20 1.951 -3.787 -8.581
C21 2.761 -4.138 -7.331
N4 2.117 -3.403 -6.322
C22 2.622 -3.673 -4.928
C23 2.051 -2.662 -3.977
O8 0.649 -2.807 -4.143
C24 -0.062 -1.770 -3.494
H46 -0.085 -3.006 -9.806
H47 -1.211 -4.394 -9.130
H48 0.126 -4.728 -10.221
H49 1.988 -2.645 -8.582
H50 2.383 -4.165 -9.555
H51 3.830 -3.908 -7.446
H52 2.711 -5.249 -7.172
H53 1.144 -3.749 -6.353
H54 3.739 -3.622 -4.959
H55 2.346 -4.699 -4.615
H56 2.395 -1.673 -4.306
H57 2.382 -2.804 -2.948
H58 0.227 -0.786 -3.888
H59 0.178 -1.693 -2.424
H60 -1.143 -1.911 -3.602
C25 -4.090 8.729 0.382
O9 -3.064 7.992 0.881
C26 -1.812 8.644 0.799
C27 -0.815 7.924 1.694
N5 -0.226 6.788 0.982
C28 1.054 6.222 1.351
C29 1.145 5.713 2.800
O10 2.466 5.349 2.964
C30 2.772 4.721 4.263
H61 -4.915 8.058 0.005
H62 -3.677 9.403 -0.413
H63 -4.535 9.467 1.067
H64 -1.912 9.713 1.032
H65 -1.503 8.565 -0.252
H66 -1.388 7.707 2.650
H67 0.052 8.563 1.963
H68 -0.943 6.098 0.733
H69 1.913 6.860 1.191
H70 1.228 5.321 0.754
H71 0.409 4.910 2.938
H72 0.894 6.499 3.557
H73 3.695 4.101 4.122
H74 1.884 4.151 4.611
H75 2.937 5.544 5.030
C31 3.856 5.008 -1.219
O11 4.640 3.799 -1.319
C32 5.850 4.100 -0.601
C33 6.646 2.871 -0.572
N6 5.833 1.721 -0.292
C34 6.482 0.431 -0.724
C35 5.461 -0.670 -0.458
O12 4.265 -0.493 -1.226
C36 3.116 -1.090 -0.526
H76 2.973 4.826 -1.815
H77 4.403 5.822 -1.736
H78 3.570 5.252 -0.188
H79 5.501 4.432 0.412
H80 6.414 4.886 -1.066
H81 7.491 2.892 0.154
H82 7.189 2.795 -1.506
H83 5.033 1.778 -0.879
H84 7.367 0.277 -0.078
H85 6.756 0.487 -1.821
H86 5.294 -0.712 0.661
H87 5.787 -1.672 -0.738
H88 2.887 -0.515 0.343
H89 3.336 -2.158 -0.310
H90 2.210 -1.095 -1.176
C37 7.216 0.352 3.055
O13 6.669 0.838 4.299
C38 5.254 1.005 4.443
C39 4.420 -0.129 3.905
N7 4.863 -1.385 4.455
C40 4.031 -2.455 3.960
C41 2.778 -2.731 4.783
O14 1.786 -1.698 4.807
C42 0.660 -2.138 5.539
H91 7.015 1.068 2.227
H92 6.696 -0.621 2.819
H93 8.280 0.216 3.250
H94 4.967 1.852 3.808
H95 5.069 1.227 5.499
H96 4.500 -0.152 2.743
H97 3.362 0.095 4.084
H98 5.843 -1.567 4.178
H99 4.628 -3.351 3.891
H100 3.705 -2.246 2.888
H101 3.033 -3.049 5.830
H102 2.353 -3.576 4.246
H103 -0.241 -1.510 5.278
H104 0.847 -2.278 6.641
H105 0.375 -3.075 5.047
C43 -1.307 -5.375 3.244
O15 -0.233 -6.144 2.819
C44 -0.294 -6.610 1.510
C45 0.999 -7.309 1.070
N8 2.035 -6.413 0.633
C46 2.961 -6.082 1.679
C47 3.944 -5.109 1.021
O16 4.562 -5.771 -0.100
C48 5.094 -4.877 -1.065
H106 -1.479 -4.504 2.649
H107 -1.033 -5.061 4.259
H108 -2.231 -6.012 3.346
H109 -0.544 -5.816 0.783
H110 -1.158 -7.314 1.375
H111 0.779 -8.027 0.206
H112 1.291 -7.992 1.887
H113 2.511 -6.657 -0.235
H114 3.522 -6.947 2.052
H115 2.410 -5.639 2.500
H116 4.743 -4.829 1.702
H117 3.391 -4.206 0.678
H118 5.965 -4.273 -0.769
H119 4.285 -4.226 -1.373
H120 5.408 -5.478 -1.943
C49 -2.716 3.245 3.942
O17 -2.911 2.990 2.554
C50 -3.147 4.178 1.875
C51 -2.884 3.989 0.391
N9 -1.524 3.554 0.076
C52 -1.428 3.462 -1.397
C53 -0.345 2.513 -1.899
O18 0.878 3.067 -1.641
C54 1.914 2.263 -2.235
H121 -2.649 2.256 4.414
H122 -3.588 3.824 4.213
H123 -1.788 3.865 4.000
H124 -2.646 4.958 2.404
H125 -4.173 4.509 1.984
H126 -3.015 4.919 -0.193
H127 -3.649 3.286 0.087
H128 -1.282 2.679 0.556
H129 -1.160 4.461 -1.736
H130 -2.394 3.137 -1.819
H131 -0.475 2.304 -2.950
H132 -0.415 1.537 -1.360
H133 1.659 1.230 -2.083
H134 2.861 2.517 -1.828
H135 1.953 2.314 -3.339